# C25H41Cl3IrN3O3SSi

C25H41Cl3IrN3O3SSi as an isolated structure (ωB97M-V with the def2-TZVPD basis set, the Open Molecules 2025 dataset).

Structure (XYZ):
```
78
Properties=species:S:1:pos:R:3
C 2.657 -2.633 -1.436
C 2.194 -1.712 -2.526
H 2.180 -3.614 -1.527
H 2.478 -2.219 -0.442
H 3.728 -2.842 -1.576
C 2.089 -2.217 -3.773
C 2.205 -3.638 -4.191
H 2.068 -1.527 -4.613
H 1.489 -4.314 -3.704
H 3.223 -4.022 -4.037
H 2.029 -3.693 -5.271
Ir 0.362 1.228 0.340
Cl 2.356 1.586 1.598
Cl 0.777 3.367 -0.402
C -0.384 3.319 2.544
O -0.595 2.123 2.192
N -1.198 4.354 2.313
C -2.580 4.169 1.852
C -0.499 5.598 2.014
H 0.557 3.555 3.054
H -3.085 3.407 2.447
H -2.644 3.938 0.779
H -3.094 5.114 2.022
H 0.225 5.776 2.821
H -1.226 6.410 2.000
H 0.039 5.544 1.050
H -1.399 -4.277 2.586
H -2.767 -3.375 -0.201
C -2.457 -4.557 2.433
C -3.626 -3.371 0.496
N -3.155 -3.402 1.880
H -2.863 -4.839 3.418
C -3.036 -2.199 2.502
O -3.279 -1.118 1.954
H -4.199 -2.444 0.378
H -2.712 -2.272 3.562
H -2.554 -5.402 1.744
H -4.272 -4.225 0.281
O 1.297 0.113 -0.993
C 2.165 -0.177 -2.202
C 1.087 0.421 -4.515
C 1.984 0.699 -3.455
H 0.422 -0.450 -4.431
C 0.822 1.380 -5.510
H 3.125 0.040 -1.709
C 2.611 1.948 -3.439
H 0.058 1.180 -6.253
C 1.467 2.600 -5.469
C 2.375 2.871 -4.453
H 3.215 2.235 -2.581
H 1.271 3.345 -6.226
H 2.850 3.845 -4.415
Si -0.711 -0.778 -1.298
Cl -0.414 -2.653 -0.515
C -1.739 -1.663 -2.788
C -0.865 0.929 -2.253
C -1.622 0.770 0.055
H -1.847 -0.966 -3.638
H -2.715 -1.736 -2.269
H -1.331 -2.656 -3.101
H -2.154 -0.192 -0.100
H -2.143 1.610 -0.422
H -1.752 0.913 1.136
H -1.820 0.821 -2.796
H -0.099 1.186 -2.974
H -0.891 1.908 -1.725
S 0.142 -0.722 2.549
C 0.758 -0.452 4.095
N 1.282 -1.497 4.847
C 1.877 -1.332 6.072
C 2.023 -0.062 6.605
C 1.487 1.027 5.890
C 0.824 0.823 4.688
H 1.212 -2.439 4.462
H 2.201 -2.235 6.588
H 2.516 0.086 7.572
H 1.604 2.039 6.287
H 0.397 1.647 4.126
```

The HOMO energy (alpha / beta) is -6.05 / -7.62 eV. Its spin multiplicity is 5. The expectation value of S² is 6.016. The value obtained for the max |F| is 4.95 eV/A. As for the charge: 0. The energy above the lowest of the compared OMol25 structures with the same formula, charge and spin comes out at 666.1 kJ/mol.